# 1
A cluster of 12 separate species, C15H42BClN12O25P in total, computed with ωB97M-V/def2-TZVPD.

XYZ file:
```
97
Properties=species:S:1:pos:R:3:lowdin_charge:R:1
C 2.2899 2.7288 -0.6877 -0.157
C 1.7929 1.5097 -1.4711 -0.304
C 2.1613 1.4875 -2.9694 -0.844
Cl 3.1800 2.8746 -3.5137 0.552
P 2.9553 -0.0965 -3.5536 1.043
B 4.7045 -0.2204 -2.8040 -0.821
N 5.5526 0.8808 -2.4142 0.132
O 5.1877 -1.5261 -2.6786 0.031
C 1.9756 -1.4964 -2.6649 -0.869
O 2.0597 -1.5874 -1.4278 -0.097
O 1.3219 -2.1998 -3.4518 -0.131
H 1.8065 2.7395 0.2886 0.064
H 3.3636 2.6437 -0.5395 0.064
H 2.0442 3.6593 -1.1707 0.013
H 0.7078 1.5277 -1.4110 0.077
H 2.1018 0.6026 -0.9623 0.080
H 1.2511 1.5789 -3.5507 0.039
H 5.6533 1.6016 -3.1169 0.031
H 6.4802 0.5286 -2.2089 0.034
H 6.0504 -1.5501 -3.1164 0.060
C -1.9381 3.8963 -2.6967 0.052
N -0.7703 3.8973 -1.7750 -0.424
O 0.1499 4.6427 -2.0269 0.071
O -0.8288 3.1351 -0.8297 0.043
H -1.7483 4.6132 -3.4862 0.093
H -2.0381 2.8888 -3.0895 0.102
H -2.8091 4.1702 -2.1087 0.094
C -1.1277 5.1260 2.1042 0.057
N -1.8721 6.0745 1.2337 -0.437
O -1.3972 7.1773 1.0428 0.046
O -2.9212 5.6879 0.7591 0.050
H -0.2191 5.6064 2.4472 0.097
H -1.7726 4.8686 2.9367 0.074
H -0.9099 4.2483 1.4998 0.090
C -2.9176 3.6201 6.2162 0.040
N -1.6234 4.3492 6.2646 -0.440
O -1.0501 4.4451 7.3276 0.074
O -1.2227 4.7890 5.2054 0.054
H -3.1584 3.2746 7.2151 0.096
H -3.6671 4.3110 5.8432 0.094
H -2.7851 2.7913 5.5269 0.072
C -0.1552 -4.4430 -1.7131 0.055
N -1.5227 -4.9629 -1.4456 -0.422
O -2.2231 -4.3891 -0.6353 0.052
O -1.8806 -5.9501 -2.0646 0.033
H 0.0227 -3.5687 -1.0982 0.090
H 0.5415 -5.2418 -1.4772 0.103
H -0.0954 -4.1756 -2.7648 0.090
C -5.9266 1.5230 3.4954 0.057
N -4.7005 2.3552 3.6374 -0.437
O -3.6527 1.7829 3.8571 0.061
O -4.8311 3.5560 3.5227 0.062
H -5.6486 0.4835 3.6205 0.094
H -6.6258 1.8447 4.2611 0.099
H -6.3290 1.7101 2.5049 0.102
C -3.9643 -4.6286 2.0009 0.040
N -4.7010 -3.6396 2.8340 -0.447
O -5.8463 -3.9102 3.1547 0.038
O -4.1183 -2.6260 3.1474 0.066
H -4.6228 -5.4657 1.8140 0.079
H -3.6793 -4.1433 1.0749 0.075
H -3.0860 -4.9358 2.5593 0.103
C 0.0011 9.6072 3.1489 0.044
N 1.3940 9.2996 3.5742 -0.455
O 2.1564 10.2323 3.7349 0.055
O 1.6722 8.1318 3.7337 0.068
H -0.0948 10.6818 3.0513 0.090
H -0.1737 9.1041 2.2021 0.081
H -0.6634 9.2175 3.9138 0.100
C 10.4197 1.9275 -3.7358 0.044
N 9.1113 1.2310 -3.5970 -0.440
O 8.3678 1.5961 -2.7099 0.066
O 8.8803 0.3420 -4.3868 0.079
H 10.4828 2.6895 -2.9686 0.092
H 11.1969 1.1789 -3.6187 0.098
H 10.4511 2.3608 -4.7305 0.098
C -4.2882 -7.3326 -3.1840 0.032
N -5.6528 -7.2448 -3.7756 -0.454
O -6.4388 -6.4616 -3.2846 0.061
O -5.8941 -7.9726 -4.7187 0.048
H -4.2166 -6.6355 -2.3615 0.073
H -4.1525 -8.3565 -2.8493 0.101
H -3.5758 -7.0863 -3.9640 0.099
C -5.5250 -8.1119 3.9607 0.049
N -4.1100 -7.6544 3.8955 -0.446
O -3.5435 -7.4069 4.9379 0.074
O -3.6214 -7.5498 2.7889 0.046
H -5.8218 -8.1519 5.0014 0.093
H -6.1212 -7.3932 3.4058 0.098
H -5.5700 -9.0912 3.4946 0.099
C 5.4135 -4.6696 -3.9463 0.057
N 6.8666 -4.3471 -3.8830 -0.441
O 7.6445 -5.2122 -3.5338 0.057
O 7.1631 -3.2100 -4.1759 0.056
H 5.2806 -5.7042 -3.6534 0.090
H 4.9048 -3.9857 -3.2693 0.095
H 5.0893 -4.4967 -4.9675 0.104
```

Values from the calculation:
F_max: 1.26 eV Å⁻¹
gap between HOMO and LUMO: 5.5679 eV
HOMO: -4.3 eV
total charge: -1

=====

# 2
A structure of composition FHNiO2P, computed with ωB97M-V/def2-TZVPD.

XYZ file:
```
6
Properties=species:S:1:pos:R:3:lowdin_charge:R:1
P -1.5465 0.5150 -0.9338 1.045
O -0.7320 0.3628 -2.2159 -0.404
O -0.1100 0.4022 -0.0735 -0.528
F 1.3625 -1.0719 2.8130 -0.383
Ni 0.4978 -0.4544 1.4706 1.040
H 0.5282 0.2463 -1.0603 0.229
```

Values from the calculation:
multiplicity: 3
F_max: 3.98 eV Å⁻¹
gap between HOMO and LUMO (alpha / beta): 10.7059 / 9.2722 eV
HOMO (alpha / beta): -17.3 / -17.3 eV
total charge: +1

=====

# 3
The molecule C2H5BrClN, computed with ωB97M-V/def2-TZVPD.

XYZ file:
```
10
Properties=species:S:1:pos:R:3:lowdin_charge:R:1
C 0.7975 -0.7899 -0.7997 -0.059
C -0.5366 0.9182 0.4769 -0.972
N 0.4004 -0.1642 0.4914 -0.169
Cl -0.6734 1.7163 1.9532 0.636
Br -2.6524 0.0853 -0.0274 0.199
H 1.1708 0.0199 -1.2599 0.037
H 1.5855 -1.4719 -0.5560 0.085
H -0.1366 -1.2168 -1.1921 0.073
H -0.2750 1.7252 -0.2839 0.091
H 0.3197 -0.8220 1.1973 0.078
```

Values from the calculation:
F_max: 4.21 eV Å⁻¹
gap between HOMO and LUMO: 9.4092 eV
HOMO: -9.5 eV
SMILES: CN[C@H](Cl)Br
total charge: 0

=====

# 4
The ion C4H13N2 with charge +1, computed with ωB97M-V/def2-TZVPD.

XYZ file:
```
19
Properties=species:S:1:pos:R:3:lowdin_charge:R:1
C 0.2652 1.1035 -0.6497 -0.184
N -1.0808 0.5752 -0.4404 -0.178
C -1.6208 -0.2776 -1.5211 -0.073
C 1.2327 -0.0676 -0.3234 -0.083
N 0.5313 -0.8753 0.8093 -0.036
C 0.8478 -0.4509 2.1508 -0.023
H 0.5988 1.9257 0.0470 0.138
H 0.2080 1.6359 -1.5732 0.119
H -1.7950 1.3526 -0.1717 0.190
H -1.9787 0.5103 -2.2472 0.111
H -2.4473 -0.8585 -1.2277 0.073
H -1.0119 -0.8390 -2.1875 0.081
H 2.2264 0.4033 -0.1826 0.142
H 1.4608 -0.6434 -1.1602 0.095
H -0.5115 -0.5402 0.5246 0.136
H 0.6515 -1.8968 0.7799 0.180
H 1.0602 0.5990 2.0781 0.099
H 1.4577 -1.2087 2.5630 0.097
H -0.0942 -0.4474 2.7321 0.117
```

Values from the calculation:
F_max: 4.38 eV Å⁻¹
gap between HOMO and LUMO: 10.9483 eV
HOMO: -13.9 eV
SMILES: CNCC[NH2+]C
total charge: +1

=====

# 5
The ion C6H14NO with charge -1, computed with ωB97M-V/def2-TZVPD.

XYZ file:
```
22
Properties=species:S:1:pos:R:3:lowdin_charge:R:1
C 1.9552 1.1898 -0.0324 -0.322
C 3.2665 1.1442 -0.6800 -0.154
C 0.8867 0.2987 -0.6118 -0.146
N 0.0716 -0.2205 0.7154 -0.049
C -2.0543 -0.5098 1.9123 -0.080
C -1.3873 0.0759 0.6766 -0.346
C -1.8054 -0.4534 -0.8587 -0.501
O -1.1679 -1.5719 -1.1284 -0.329
H 1.9238 0.8417 1.0364 0.106
H 1.6795 2.2781 -0.1440 0.108
H 3.7575 2.0639 -0.6992 0.043
H 3.2382 0.6194 -1.5854 0.046
H 3.8453 0.3533 -0.1372 0.086
H 1.4963 -0.6155 -0.7861 0.119
H 0.1568 0.6047 -1.2664 0.037
H 0.0853 -1.1638 0.4922 0.023
H -2.6723 0.0726 2.4682 0.025
H -1.3545 -0.9533 2.4912 0.019
H -2.5058 -1.4605 1.6647 0.072
H -1.5560 1.1674 0.6823 0.108
H -1.5219 0.4103 -1.6020 0.068
H -2.8982 -0.5724 -1.0324 0.066
```

Values from the calculation:
F_max: 6.12 eV Å⁻¹
gap between HOMO and LUMO: 6.3838 eV
HOMO: -2.5 eV
SMILES: CCCN[C@H](C)C[O-]
total charge: -1

=====

# 6
A cluster of 6 separate species, C7H22O5 in total, computed with ωB97M-V/def2-TZVPD.

XYZ file:
```
34
Properties=species:S:1:pos:R:3:lowdin_charge:R:1
C 1.5537 -3.1221 -1.2158 -0.104
C 2.3264 -1.8921 -0.6357 -0.252
C 1.6466 -1.2049 0.5333 -0.207
C 0.2882 -0.6187 0.2408 -0.153
C -0.2741 -0.5810 -0.9563 -0.095
C -1.7780 -0.2211 -0.8788 -0.162
C -2.5866 -0.6003 0.1067 0.000
H 1.8792 -3.9559 -0.6451 0.051
H 1.8613 -3.3338 -2.2600 0.072
H 0.4918 -3.0789 -1.4817 0.061
H 2.5035 -1.1179 -1.3826 0.101
H 3.3721 -2.2065 -0.5009 0.108
H 2.2318 -0.2986 0.7080 0.100
H 1.5367 -1.8908 1.4273 0.124
H -0.1376 -0.0532 1.0815 0.106
H 0.0466 -0.8955 -1.9252 0.083
H -2.2503 0.1330 -1.7760 0.071
H -2.2890 -1.1844 0.9795 0.044
H -3.6115 -0.3499 -0.0425 0.051
H 0.8249 2.2476 2.4530 0.078
H 2.3073 2.5516 1.8336 0.084
O 1.5086 2.0126 1.8054 -0.030
H -1.0476 1.4488 -3.5260 0.029
H -0.1182 0.4768 -4.1618 0.062
O -0.1001 1.2792 -3.5831 -0.068
H -1.6947 -2.9996 2.4952 0.050
H -0.3739 -2.1878 2.2838 0.011
O -1.2371 -2.1800 2.7222 -0.059
H -1.2080 2.9523 0.7750 0.022
H -1.9475 1.7370 1.3091 -0.004
O -1.7449 2.6445 1.5775 -0.101
H 0.6537 2.7383 0.6696 -0.027
H 0.1187 2.6266 -0.8277 0.038
O 0.3256 3.2423 -0.1154 -0.085
```

Values from the calculation:
F_max: 4.11 eV Å⁻¹
gap between HOMO and LUMO: 9.4091 eV
HOMO: -8.9 eV
SMILES: C=C/C=C/CCC.O.O.O.O.O
total charge: 0

=====

# 7
A cluster of 2 separate species, H3NO3Si in total, computed with ωB97M-V/def2-TZVPD.

XYZ file:
```
8
Properties=species:S:1:pos:R:3:lowdin_charge:R:1
N 1.7401 0.4033 -0.0661 -0.102
O 2.7741 0.9256 0.1192 0.037
O 1.8028 -0.9992 -0.1347 0.019
O -1.1021 -1.1025 0.1809 -0.437
Si -1.8678 0.1725 0.0255 0.654
H 0.9151 -1.1963 -0.1998 -0.022
H -3.1458 0.4577 0.5769 -0.089
H -1.1164 1.3390 -0.5020 -0.060
```

Values from the calculation:
F_max: 4.42 eV Å⁻¹
gap between HOMO and LUMO: 9.2959 eV
HOMO: -10.1 eV
SMILES: O=[SiH2].O=NO
total charge: 0

=====

What did the fifth record say?
The ion C6H14NO with charge -1, computed with ωB97M-V/def2-TZVPD.

XYZ file:
```
22
Properties=species:S:1:pos:R:3:lowdin_charge:R:1
C 1.9552 1.1898 -0.0324 -0.322
C 3.2665 1.1442 -0.6800 -0.154
C 0.8867 0.2987 -0.6118 -0.146
N 0.0716 -0.2205 0.7154 -0.049
C -2.0543 -0.5098 1.9123 -0.080
C -1.3873 0.0759 0.6766 -0.346
C -1.8054 -0.4534 -0.8587 -0.501
O -1.1679 -1.5719 -1.1284 -0.329
H 1.9238 0.8417 1.0364 0.106
H 1.6795 2.2781 -0.1440 0.108
H 3.7575 2.0639 -0.6992 0.043
H 3.2382 0.6194 -1.5854 0.046
H 3.8453 0.3533 -0.1372 0.086
H 1.4963 -0.6155 -0.7861 0.119
H 0.1568 0.6047 -1.2664 0.037
H 0.0853 -1.1638 0.4922 0.023
H -2.6723 0.0726 2.4682 0.025
H -1.3545 -0.9533 2.4912 0.019
H -2.5058 -1.4605 1.6647 0.072
H -1.5560 1.1674 0.6823 0.108
H -1.5219 0.4103 -1.6020 0.068
H -2.8982 -0.5724 -1.0324 0.066
```

Values from the calculation:
F_max: 6.12 eV Å⁻¹
gap between HOMO and LUMO: 6.3838 eV
HOMO: -2.5 eV
SMILES: CCCN[C@H](C)C[O-]
total charge: -1